ORCA calculation (ωB97M-V with the def2-TZVPD basis set) on a 2-piece molecular cluster, C3H4INO overall in a non-equilibrium geometry.

Computed properties:
Charge   0
Relative energy (zero: lowest compared OMol25 entry of this formula, charge and spin)   33.9 kcal per mole
Structure (SMILES)   O=C=NI.C=C
Orbital gap   8.580 eV

Last column: Mulliken charge in e.
Atoms and positions in Å:
C  1.5084  0.1267  -0.0048  -0.615
H  0.1814  1.4804  0.9122  0.256
C  -1.1571  -1.5116  0.0023  0.637
H  1.8578  -0.3291  0.9071  0.267
O  -0.6373  -2.5418  -0.0120  -0.410
H  1.9312  -0.2594  -0.9167  0.259
I  -3.0564  0.7959  -0.0032  0.249
H  0.2408  1.5284  -0.9103  0.243
C  0.5798  1.0618  0.0023  -0.419
N  -1.4487  -0.3511  0.0232  -0.467

ORCA calculation (ωB97M-V with the def2-TZVPD basis set) on a 2-piece molecular cluster, C8H13O2PS overall in a non-equilibrium geometry.

Computed properties:
Charge   0
Relative energy (zero: lowest compared OMol25 entry of this formula, charge and spin)   34.5 kcal per mole
Orbital gap   7.963 eV

Last column: Mulliken charge in e.
Atoms and positions in Å:
C  1.5792  -1.6703  3.2630  -1.029
C  -0.4356  -0.4595  -2.0900  -0.096
H  -1.9625  -0.7465  0.5123  0.119
C  0.4474  0.4915  -1.3098  0.455
C  -0.8520  -1.4305  -2.8079  -0.422
H  -0.1047  -0.0509  4.9606  0.219
H  -1.5877  0.1541  3.6907  0.206
C  0.1880  -1.0819  3.1443  0.273
H  -1.0058  2.0927  -1.0360  0.257
H  1.8726  -2.0350  2.3297  0.311
H  1.4787  0.3556  -1.6412  0.205
H  2.2243  -0.8920  3.6248  0.315
P  -0.5250  -1.0780  0.6555  0.414
C  -0.0068  2.2881  -3.0289  -1.077
H  -0.6007  -2.3823  -3.4116  0.342
O  -0.0453  -2.2815  -0.0578  -0.597
C  -0.5428  -0.3164  3.9250  -0.602
H  0.8151  2.9536  -3.2852  0.325
S  -2.3235  -0.6043  -1.9965  -0.277
H  -0.1921  1.4814  -3.7301  0.349
H  1.5892  -2.5213  4.0134  0.298
H  -0.9710  2.9562  -3.2578  0.248
H  0.7164  2.6408  -1.0235  0.310
C  -0.0223  1.9467  -1.5483  -0.376
O  0.2669  0.1897  0.1052  -0.170

ORCA calculation (ωB97M-V with the def2-TZVPD basis set) on a 12-piece molecular cluster, C36H57F5O36 overall in a non-equilibrium geometry.

Computed properties:
Charge   0
Structure (SMILES)   O=C1OC[C@@H](F)O1.O=C1OC[C@@H](F)O1.O=C1OC[C@@H](F)O1.O=C1OC[C@@H](F)O1.O=C1OC[C@@H](F)O1.COC(=O)OC.COC(=O)OC.COC(=O)OC.COC(=O)OC.COC(=O)OC.COC(=O)OC.COC(=O)OC
Orbital gap   10.733 eV

Last column: Mulliken charge in e.
Atoms and positions in Å:
H  18.0186  3.0206  -3.1312  0.299
C  13.9071  11.3887  -6.7301  0.133
H  15.9481  8.3628  0.3997  0.312
C  13.3901  5.9715  -8.4309  0.557
O  12.0526  6.7162  -2.4299  0.004
H  16.8755  8.7991  -4.4613  0.086
O  12.1458  5.6560  -8.0873  -0.058
O  15.4119  6.0227  -3.4608  0.230
H  12.3832  10.3552  -0.3453  0.279
H  11.8123  4.1660  -3.5867  0.256
O  14.3124  10.3248  -2.2983  -0.226
O  14.6677  11.9095  -7.4865  -0.556
C  14.6599  6.7204  -4.4172  -0.061
C  11.2086  4.6556  -2.8241  -0.497
H  16.8629  13.3304  -4.8410  0.502
C  11.5017  4.5885  -8.7808  -0.965
H  21.0750  7.6681  -7.9810  0.318
H  13.8998  6.1090  -4.9109  0.362
H  15.2063  12.6308  -4.8130  0.094
H  15.3269  7.8350  -8.8208  0.674
C  12.1646  11.1265  -5.3164  0.813
H  13.5662  11.3982  -14.4308  0.304
H  8.6227  11.0059  -5.2529  0.154
C  11.9900  5.4597  -1.7718  0.231
C  8.0061  10.1835  -5.6270  -0.392
O  17.8905  8.1122  -6.0664  -0.275
C  10.9805  6.8670  -3.2386  0.419
H  15.1634  7.0238  -0.3517  0.226
H  13.3376  15.1689  -1.3977  0.034
C  12.7499  12.4192  -12.1926  0.617
C  18.0145  13.6841  -10.8424  0.631
H  16.8710  7.3452  -0.7146  0.248
O  15.5689  8.6080  -1.6545  -0.042
H  16.6396  2.2857  -2.3043  0.273
H  11.0839  11.0731  -5.4188  -0.155
F  13.2503  5.0411  -1.5706  -0.231
O  17.1132  15.5545  -3.5748  -0.604
O  10.3256  9.2939  -8.7077  -0.247
O  17.6344  12.7917  -11.7785  -0.343
O  12.4766  13.3415  -12.9134  -0.590
O  16.3214  4.1672  -2.8317  -0.241
C  17.3444  9.2021  -5.3546  -0.531
O  14.0349  5.4394  -9.2920  -0.607
H  12.4491  14.1898  -9.8504  0.296
O  10.3652  5.6776  -3.3611  -0.379
H  15.3732  8.1809  -7.1100  -0.617
O  12.8320  11.1496  -12.5371  -0.040
C  4.3683  12.8683  -6.8657  -0.643
H  11.7639  8.7328  -0.0976  0.308
O  10.6645  7.8737  -3.7766  -0.363
C  17.7189  11.7012  -9.8065  0.009
H  13.7435  14.3822  -11.1746  0.405
H  3.7147  13.5085  -6.2768  0.227
H  11.5480  3.6222  -8.2811  0.271
O  15.1310  16.0020  -2.6023  -0.297
O  19.1780  7.3397  -7.6143  -0.275
O  11.6010  14.5386  -2.4236  -0.298
H  13.6618  12.8306  -1.2839  0.075
H  16.5243  12.2792  -3.6054  0.347
H  20.2019  6.7120  -9.3265  0.280
H  17.1134  11.2877  -9.0037  -0.054
O  10.1487  13.0203  -3.2118  -0.582
O  11.3111  7.9793  -10.2129  -0.325
C  13.3526  13.8185  -10.3281  -0.744
H  20.2409  8.4583  -9.1876  0.294
H  11.8155  14.9915  -0.3589  0.320
O  13.4489  8.5913  -1.1168  -0.174
C  20.1956  7.5277  -8.6158  -0.769
O  16.4408  4.7476  -5.0062  -0.557
H  15.2199  7.2322  -5.1997  -0.119
C  12.2918  9.3725  -0.8046  -0.621
H  17.3130  10.7704  -11.7701  0.291
H  11.2024  9.7276  -11.3379  0.254
C  18.4978  8.3926  -7.2306  0.851
H  10.5745  3.9201  -2.3325  0.342
C  10.3528  8.0491  -9.2613  0.535
H  18.0830  9.9914  -5.2035  0.620
H  8.3968  10.0092  -6.6338  0.296
C  12.7788  10.8475  -13.9149  -0.885
O  12.6992  11.9216  -6.3900  -0.396
O  12.9616  12.5419  -10.8830  -0.006
C  14.4396  9.2818  -1.7349  0.230
O  7.0943  12.5456  -6.6701  -0.580
O  18.2926  14.8136  -11.1031  -0.557
F  15.7176  11.8421  -11.1269  -0.262
C  16.0736  4.9538  -3.8835  0.598
C  16.9335  2.9157  -3.1433  -0.801
O  6.6519  10.5666  -5.7095  -0.397
C  17.0652  11.6596  -11.1973  0.408
O  5.0221  11.8940  -6.0754  -0.356
C  12.6682  13.1606  -0.9743  0.543
H  18.6444  11.1248  -9.7872  0.129
H  11.2987  11.0989  -9.3943  0.288
F  12.3648  8.9088  -6.2497  -0.048
C  16.0188  13.0268  -4.2185  -0.752
H  11.4222  5.4842  -0.8403  0.290
C  15.1126  7.4180  -7.8372  -0.652
H  11.8630  11.1309  -14.4438  0.334
H  16.6096  17.2042  -1.7361  0.323
H  15.7431  17.8357  -3.0772  0.299
C  15.9811  15.2418  -3.2805  0.566
H  11.7232  9.4904  -1.7291  0.119
O  18.0893  13.0830  -9.6578  -0.312
C  11.4275  10.0269  -9.2612  0.310
F  13.0687  9.1821  -10.8004  -0.265
H  12.8202  9.7682  -14.0364  0.272
H  13.0865  9.3759  -4.4591  -1.372
C  12.9435  9.8315  -5.4354  1.326
H  14.1568  13.6592  -9.6143  0.116
O  11.6023  12.5154  -1.5873  -0.189
C  11.7457  9.2741  -10.5040  0.351
O  9.5760  7.1764  -9.0635  -0.568
H  16.6719  2.3908  -4.0592  0.339
C  15.9039  7.8017  -0.5358  -0.683
H  15.8031  6.5888  -7.6781  0.503
H  10.4551  4.8897  -8.7852  0.300
H  3.7748  12.3341  -7.6075  0.246
C  12.3824  14.6818  -1.2369  -0.101
O  14.1177  10.2928  -6.0180  1.022
F  12.5737  12.9250  0.3881  -0.379
H  16.5467  9.6863  -5.9305  0.028
O  13.7812  6.9477  -7.6269  0.136
H  8.1590  9.3014  -5.0150  0.296
O  15.4283  14.0669  -3.4586  -0.121
H  14.1224  7.5055  -3.8835  -0.383
H  12.3619  11.5361  -4.3231  -0.609
O  18.4868  9.4939  -7.7116  -0.567
C  6.3398  11.7503  -6.1901  0.818
H  5.0923  13.5111  -7.3677  0.337
H  11.8598  4.5290  -9.8052  0.349
C  15.6037  17.2718  -2.1477  -0.765
H  12.2674  9.9880  -8.5579  -0.396
C  11.0131  13.3439  -2.4572  0.654
H  14.8866  17.7996  -1.5312  0.272

ORCA calculation (ωB97M-V with the def2-TZVPD basis set) on C17H32Cl2O2OsP2 as an isolated structure in a non-equilibrium geometry.

Computed properties:
Charge   +2
Relative energy (zero: lowest compared OMol25 entry of this formula, charge and spin)   178.1 kcal per mole
Orbital gap (alpha / beta)   5.800 / 6.018 eV
Multiplicity   5

Last column: Mulliken charge in e.
Atoms and positions in Å:
H  -3.7401  1.7086  -4.1868  0.636
H  -2.1395  -2.5152  -3.7806  0.348
H  1.0944  0.1590  -3.3717  -1.775
H  -1.2194  1.7753  -6.9434  0.550
H  -1.1372  -3.6972  -4.7667  0.463
C  -0.9929  0.4018  -2.8972  -0.969
Os  2.0028  -1.4705  -3.1228  0.733
H  -2.5625  -0.6183  -3.8967  -0.134
H  1.8691  -3.9834  -4.0432  0.506
P  0.4351  1.5445  -5.0840  1.711
C  -0.5229  2.4432  -6.4105  -1.668
C  -2.3501  0.3261  -3.3676  -0.524
O  -0.2683  -0.2931  0.0434  -0.664
P  0.1883  -1.8751  -3.9681  0.216
H  0.3853  0.3042  -7.1009  0.728
Cl  1.1784  2.4105  1.1554  -0.147
H  1.7062  -0.2102  -6.0209  0.523
C  -1.1911  -3.0825  -3.8414  -1.125
C  0.2261  1.0527  -3.4106  2.268
H  1.0357  1.5282  -1.5001  -0.852
H  2.8164  1.8395  -4.9205  0.450
H  0.8934  -3.8470  -1.7982  0.343
H  0.5495  4.0992  -1.9271  0.429
H  2.6196  0.4874  1.2710  0.297
C  -0.7244  3.1987  -3.6108  -0.304
Cl  0.8735  0.0251  2.7811  -0.117
H  -0.3294  4.0440  -4.2641  0.668
C  -2.6620  1.5758  -4.2091  -0.547
C  -0.0023  3.1871  -2.2644  -0.680
C  1.2952  -2.8035  -1.5867  -1.264
H  0.2483  2.7560  -7.1374  0.610
C  0.9554  -0.0883  -0.0012  0.333
H  1.3505  -3.0899  -5.5499  0.543
H  1.9321  2.3029  -2.8110  0.593
O  1.8311  -0.3411  -0.9346  -0.807
H  -2.7961  3.5872  -3.3516  0.405
C  0.6339  0.0300  -6.0668  -1.405
H  0.6161  -2.3149  -0.8230  0.368
H  -1.3389  -0.8499  -5.5188  0.389
H  -2.4187  1.4024  -5.2660  0.009
H  -0.7041  -0.1870  -2.0189  0.618
H  2.0614  2.7231  -6.2771  0.527
C  -0.2694  -1.1199  -5.6296  -1.016
H  -1.0535  3.3407  -6.0739  0.398
H  -0.7663  2.8984  -1.5497  0.476
H  2.2843  -2.9188  -1.1017  0.543
H  -0.1633  -1.9704  -6.3235  0.960
H  1.9690  3.4113  -4.6362  0.408
C  0.9270  2.0443  -2.4425  0.481
C  1.9748  2.4740  -5.2100  -1.629
H  -1.0668  -3.7140  -2.9428  0.365
C  -2.0602  2.8563  -3.6998  -1.293
H  -3.0025  0.2893  -2.4655  0.489
C  1.7082  -3.0052  -4.5179  -0.668
C  1.5338  0.6440  1.2800  0.099
H  2.6909  -2.4140  -4.5765  0.107

| no. | E (a.u.) |
| --- | --- |
| 1 | -544.32893 |
| 2 | -1202.45067 |
| 3 | -4613.99443 |
| 4 | -2510.17113 |